The following is a DFT calculation (ωB97M-V/def2-TZVPD) of a cluster of 3 separate species, C3H11NO2 in total at a distorted geometry.

Its energy above the lowest of the compared OMol25 structures with the same formula, charge and spin is 36.76 kcal/mol. As for the SMILES: C/C=C/N.O.O. The frontier orbital gap comes out at 7.664 eV. Its multiplicity is 1.

XYZ file:
```
17
Properties=species:S:1:pos:R:3:forces:R:3
O -1.37089 2.55698 -0.24899 0.526 0.683 -1.036
O -1.76212 0.89992 2.17125 -0.636 -0.371 0.742
N -0.13775 -1.31599 1.45441 -0.647 -1.300 1.099
C 1.75720 -0.75849 -1.88436 -1.781 1.463 -1.388
C 0.58831 -1.50577 0.26212 2.429 0.580 0.314
C 1.20270 -0.54052 -0.48704 -2.885 0.852 0.961
H -2.70927 0.69898 2.08965 0.543 0.173 -0.054
H 1.09229 -1.43484 -2.50560 0.909 0.266 0.889
H 2.79626 -1.09232 -1.94176 -0.122 0.268 -0.091
H 1.07916 -2.51212 0.03581 -1.660 0.736 0.695
H 0.78208 0.48513 -0.18107 1.149 -1.079 -0.798
H -0.74949 3.25162 -0.55667 -0.396 -0.487 0.691
H 1.56161 0.24457 -2.46286 1.053 -1.698 1.001
H -0.26797 -2.21020 1.98047 0.111 1.498 -0.752
H -1.66341 2.21005 -1.10655 -0.129 -0.248 0.429
H -0.65843 -0.46628 1.92856 1.531 -1.801 -2.069
H -1.54028 1.48928 1.45262 0.004 0.464 -0.633
```
Positions in Å, forces in eV/Å.